A cluster of 3 separate species, C38H72ClF7N5O6S4 in total in a non-equilibrium geometry. Source: the OMol25 dataset; level of theory: wB97M-V/def2-TZVPD.

XYZ file:
```
133
Properties=species:S:1:pos:R:3:forces:R:3
C -4.5059 -6.8580 -1.7519 0.2754 0.5796 0.6854
C -4.8318 -5.9471 -0.5502 0.3080 -1.1067 -0.2165
C -4.1567 -6.5096 0.7181 0.0971 0.5295 0.2746
C -3.1887 -5.5331 1.3977 -0.9184 -0.3381 -0.4316
N -1.9094 -5.4788 0.6547 -0.6891 0.7519 1.0520
C -1.7175 -4.2006 -0.0626 1.3126 -0.3425 -0.2035
C -0.9611 -4.3715 -1.3756 -0.8740 0.2372 -0.3905
C -0.7645 -3.0435 -2.1127 0.7718 0.2545 -0.3660
C 0.5980 -2.3392 -1.8207 -1.6365 -0.5557 -0.2684
C 0.4950 -1.3100 -0.6714 1.1414 -0.8693 0.1272
C 0.4754 0.1611 -1.1128 0.0117 -0.9046 0.0449
C -0.2613 0.3363 -2.4457 -0.0751 0.1352 -2.3749
C 0.7920 0.5166 -3.5415 0.1150 0.7817 0.7875
F -1.1223 1.4226 -2.6089 0.0811 0.2750 0.7257
N 0.1468 1.1000 0.0530 0.8847 -0.1291 -0.0742
C 0.1745 2.5296 -0.5147 -0.3795 0.6891 -0.5941
C 0.5949 3.7756 0.2252 -0.2484 1.2741 0.7520
C -0.2471 4.3477 1.3576 0.1866 -0.1266 -0.1643
F 1.9459 3.8221 0.5703 0.2033 -0.7276 0.0521
S -1.4935 0.7948 0.6710 -3.9955 1.3813 -0.3858
O -2.0184 1.9803 1.2696 1.6618 0.2516 0.8704
O -2.3454 0.3804 -0.3916 1.3955 -1.2830 -0.6121
C -1.6721 -0.5157 1.9937 -0.1762 -1.2512 1.0047
F -2.2499 -1.5751 1.4297 0.1073 0.4191 -0.3567
F -0.5590 -0.9416 2.5952 0.1268 0.5193 -0.3211
C -2.6650 -0.0413 3.1296 0.0694 -0.8327 0.5645
F -2.7707 -1.1243 3.9222 -0.0039 0.4327 -0.2671
F -3.8693 0.2316 2.6522 0.5749 0.3994 0.0909
F -2.1409 0.9374 3.8612 -0.3827 0.0139 -0.4784
C 1.3081 0.9724 1.0386 1.1757 -0.3830 1.0848
C 1.0861 1.5831 2.4217 -0.1824 0.6211 0.2197
C 1.9376 -0.4160 1.2553 -0.0269 -0.9262 -0.1217
C 1.7520 -1.5286 0.1953 0.6774 0.9610 0.3164
Cl 1.5996 -3.0712 1.1054 -0.0870 -0.0720 -0.2349
N 2.9519 -1.5256 -0.6809 0.3063 -1.2262 1.1766
C 3.7462 -2.4781 -0.6502 -1.2090 1.0845 -1.4981
S 4.6298 -3.6960 -1.0095 0.3015 0.0496 0.4865
C -0.7937 -5.7561 1.4679 0.9861 -0.8520 -0.2135
S 0.4277 -6.6705 0.8901 0.0716 0.1107 -0.0951
S -0.7573 -5.0617 3.0877 -0.4213 0.1061 -0.1794
C 0.8597 -5.4489 3.7859 0.1356 0.6832 0.3174
C 1.2953 -4.2468 4.6244 0.4209 0.1232 0.1500
C 2.5883 -4.5760 5.3837 -0.5712 0.1749 -0.2568
H -5.1495 -6.6668 -2.6031 -0.0201 -0.1106 -0.1644
H -4.5721 -7.8858 -1.4084 -0.2607 -0.2180 -0.3109
H -3.4619 -6.6921 -2.0152 0.0580 -0.0798 -0.2680
H -4.4899 -4.9343 -0.7510 -0.1725 0.1769 -0.0049
H -5.9075 -5.9527 -0.4016 -0.1394 0.3126 0.0075
H -4.9160 -6.7899 1.4479 -0.0830 0.0038 0.0635
H -3.5877 -7.4124 0.5071 0.0012 -0.1182 -0.1522
H -3.6759 -4.5554 1.4290 0.1723 0.1842 0.1238
H -3.0686 -5.8607 2.4256 0.3589 -0.0047 0.0444
H -1.1274 -3.5425 0.5841 -0.2692 0.2582 0.0608
H -2.6736 -3.7437 -0.2884 -0.2184 -0.0269 0.1675
H -1.5934 -4.9935 -2.0094 0.0585 -0.2310 -0.0226
H -0.0125 -4.8901 -1.2706 0.0585 -0.0576 0.2244
H -1.5867 -2.3426 -1.9536 -0.1938 -0.0981 0.1319
H -0.7581 -3.2510 -3.1816 -0.1367 -0.0785 -0.1031
H 1.2629 -3.1558 -1.5629 0.3250 0.1711 0.2528
H 0.9675 -1.9407 -2.7565 0.2069 0.3303 0.1117
H -0.3620 -1.6091 -0.0675 -0.1721 0.2679 -0.0080
H 1.5268 0.3846 -1.2948 0.0368 0.3866 -0.0656
H -0.8802 -0.4918 -2.7689 -0.0864 -0.4585 0.8892
H 1.2058 1.5141 -3.3751 0.2045 0.0563 -0.1826
H 1.6280 -0.1649 -3.4307 0.0178 -0.1674 -0.2946
H 0.3459 0.5151 -4.5279 -0.0417 -0.2936 -0.1149
H -0.8193 2.7472 -0.8950 -0.1001 -0.1096 0.0347
H 0.8053 2.4754 -1.3963 0.1806 -0.3598 0.0347
H 0.5299 4.5505 -0.5414 -0.1568 -0.2752 -0.4746
H -1.1505 4.7813 0.9350 -0.2250 -0.1017 0.1311
H -0.5062 3.6428 2.1341 -0.1047 0.0247 0.0615
H 0.3285 5.1635 1.7865 0.0355 0.0832 0.0669
H 2.1029 1.5289 0.5521 -0.2862 0.3688 -0.3125
H 1.3807 2.6237 2.4741 -0.0706 0.1135 -0.2089
H 0.0692 1.5235 2.8038 -0.0603 -0.1099 -0.0859
H 1.7137 1.0898 3.1547 0.0996 -0.3140 -0.0725
H 1.7033 -0.8501 2.2185 -0.5856 0.2049 0.0486
H 3.0083 -0.2504 1.3441 0.1004 0.2377 -0.1390
H 0.8213 -6.3126 4.4437 -0.2185 -0.3004 -0.2053
H 1.5897 -5.6194 3.0019 -0.1013 -0.1819 -0.1984
H 0.5131 -3.9430 5.3185 -0.0998 -0.0354 0.0996
H 1.4907 -3.3817 3.9907 -0.1578 -0.0131 -0.2405
H 3.2506 -5.1213 4.7162 0.2258 -0.1243 0.1191
H 3.0848 -3.6612 5.6921 0.1014 0.0388 0.1520
H 2.3572 -5.1692 6.2631 0.2074 -0.1819 0.0752
C 6.9187 -3.0790 -4.3020 0.0756 0.1232 0.0694
O 7.5763 -1.8553 -4.5674 -0.1969 -0.1882 -0.0385
C 7.6804 -1.5377 -5.9520 0.3193 0.2566 -0.0418
C 6.8049 -0.3540 -6.3038 -0.1922 -0.1234 0.1573
N 5.3908 -0.7067 -6.2348 0.0822 0.1827 0.0279
C 4.4820 0.4312 -6.3237 -0.0952 -0.2750 0.0656
C 4.5331 1.4767 -5.2135 -0.1722 0.2285 -0.2264
O 4.0970 1.0018 -3.9473 0.1137 -0.0445 0.0938
C 5.0894 0.3385 -3.1791 -0.2440 -0.0150 0.1379
H 7.0476 -3.2972 -3.2424 0.0366 0.0444 0.0068
H 5.8447 -3.0180 -4.5146 -0.0019 -0.1140 -0.0687
H 7.3553 -3.8978 -4.8799 -0.0578 -0.0273 -0.0224
H 7.4521 -2.4017 -6.5817 -0.1303 -0.0238 0.0618
H 8.7217 -1.2616 -6.1371 0.0044 -0.0268 -0.0047
H 7.0415 -0.0192 -7.3172 -0.0200 0.0164 -0.0060
H 7.0577 0.4570 -5.6077 0.1510 0.0447 -0.0850
H 5.2189 -1.1865 -5.3616 0.0028 -0.0630 -0.0188
H 3.4677 0.0219 -6.3439 -0.0329 0.0800 -0.0302
H 4.6362 0.9315 -7.2841 0.0591 0.0321 0.0163
H 3.8342 2.2717 -5.4875 -0.0179 -0.0066 0.0338
H 5.5151 1.9536 -5.1268 0.0675 -0.1311 0.0680
H 6.0872 0.7419 -3.3606 0.0197 -0.0509 -0.0710
H 5.0844 -0.7383 -3.3690 0.1677 -0.0094 -0.0209
H 4.8453 0.4814 -2.1245 -0.0191 0.0552 -0.0175
C -4.4809 4.9265 1.2605 0.1301 -0.0428 0.1242
O -3.4414 5.8425 1.5603 -0.1769 -0.1206 -0.1934
C -3.6399 7.1402 1.0010 0.3748 0.2377 0.0078
C -3.9276 8.1633 2.0788 -0.1891 -0.2175 0.1558
N -5.2421 7.9505 2.6696 0.1836 0.0619 0.0256
C -5.4985 8.7450 3.8697 -0.2082 -0.1676 -0.0680
C -4.6315 8.4899 5.0989 -0.0713 0.2600 0.1242
O -4.8224 7.2200 5.6957 0.1247 -0.0156 -0.1022
C -4.0725 6.1637 5.1326 -0.1623 -0.0775 0.1678
H -4.1524 3.9391 1.5841 0.0400 0.0192 0.0234
H -5.4035 5.1739 1.7935 -0.0700 -0.0038 -0.1101
H -4.6811 4.8916 0.1858 -0.0622 0.0191 0.0019
H -4.4248 7.1328 0.2404 -0.1014 -0.0679 0.0923
H -2.7040 7.4185 0.5060 -0.0136 -0.0044 -0.0228
H -3.8902 9.1642 1.6402 0.0015 0.0163 0.0181
H -3.1259 8.0872 2.8264 0.1259 0.0892 -0.1044
H -5.3384 6.9726 2.9079 -0.0326 -0.0141 -0.0020
H -6.5357 8.5555 4.1552 -0.0005 0.0573 0.0458
H -5.4346 9.8053 3.6077 0.0673 0.0010 -0.0109
H -4.9297 9.2177 5.8572 -0.0095 -0.0181 0.0139
H -3.5665 8.6696 4.9075 0.0167 -0.1207 -0.0830
H -3.1077 6.5052 4.7472 -0.0211 0.0240 -0.0739
H -4.6309 5.6585 4.3384 0.1299 -0.0044 -0.1032
H -3.8902 5.4300 5.9188 -0.0059 0.0421 0.0362
```
Forces are in eV/Å.

Computed properties:
E_tot, eV: -135182.1412
E_LUMO, eV: -3.71
E_HOMO, eV: -10.218
Net charge: +1